[1]
A molecular structure, C32H40BCl5F2LaN4O3P, computed with the ωB97M-V functional and the def2-TZVPD basis.

Geometry as XYZ:
```
89
Properties=species:S:1:pos:R:3:mulliken_charge:R:1
La 0.3605 -0.7758 -0.4856 1.83
O 5.1008 -3.6521 -2.8433 -0.73
C 4.8649 -2.8473 -3.8819 0.35
C 5.6847 -2.9523 -5.0074 -0.70
C 5.4877 -2.1461 -6.1112 -0.33
C 4.4704 -1.2052 -6.1126 -0.80
C 3.6516 -1.0903 -5.0051 -0.57
C 3.8249 -1.8937 -3.8859 0.42
C 2.9293 -1.6978 -2.7082 0.48
O 2.0529 -0.7933 -2.7153 -0.51
N 3.1925 -2.5330 -1.7195 -0.61
N 2.5485 -2.3305 -0.5187 0.00
C 2.8723 -3.1916 0.3836 -0.42
C 2.5462 -3.1172 1.7730 0.71
C 2.9200 -4.2014 2.5701 -0.84
C 2.7157 -4.2153 3.9293 -0.65
C 2.1227 -3.1056 4.5286 -0.55
C 1.7575 -2.0155 3.7842 -0.39
C 1.9391 -1.9553 2.3706 0.61
O 1.6105 -0.9147 1.7124 -0.89
H 4.3571 -3.3865 -2.1515 0.59
H 6.4801 -3.6850 -4.9873 0.37
H 6.1374 -2.2476 -6.9727 0.34
H 4.3171 -0.5680 -6.9729 0.40
H 2.8540 -0.3615 -4.9802 0.42
H 3.5233 -4.0315 0.0950 0.13
H 3.3772 -5.0584 2.0874 0.34
H 3.0144 -5.0677 4.5240 0.35
H 1.9491 -3.1104 5.5985 0.39
H 1.3005 -1.1580 4.2597 0.20
Cl -0.9427 1.6764 -2.8127 -0.21
C -1.3568 0.1404 -3.4572 0.76
C -0.8331 -0.9395 -2.7585 -1.70
C -1.0355 -2.1792 -3.3537 1.17
Cl -0.2675 -3.5080 -2.5482 -0.12
C -1.7550 -2.3608 -4.5278 -0.42
Cl -1.9433 -3.9114 -5.2626 -0.25
C -2.3379 -1.2504 -5.1323 0.75
Cl -3.2816 -1.4367 -6.5622 -0.25
C -2.1293 0.0189 -4.6026 -0.39
Cl -2.8217 1.3968 -5.3832 -0.24
N 1.9162 1.5876 -1.2246 -0.54
H 1.4824 2.4523 -1.5259 0.18
H 2.1660 1.0460 -2.0521 0.19
H 2.7640 1.8022 -0.7121 0.19
C -3.7089 2.1555 -0.4946 -1.79
C -3.0033 2.9800 0.5852 2.49
C -4.0494 3.7069 1.4277 -2.01
C -2.1580 4.0113 -0.1621 -1.95
P -1.6927 1.7437 1.4005 -0.64
N -1.0024 0.9488 0.3237 0.14
C -2.7114 0.6753 2.7110 2.41
C -3.8271 0.0264 1.8929 -1.89
C -1.7940 -0.4694 3.1519 -1.71
C -3.3219 1.3452 3.9412 -2.03
C -0.5104 2.8806 2.4811 2.52
C -1.1041 4.0570 3.2510 -2.03
C 0.2088 1.9433 3.4493 -2.22
C 0.5698 3.3667 1.5182 -1.87
H -3.9426 2.7696 -1.3664 0.49
H -4.6375 1.7187 -0.1372 0.31
H -3.0435 1.3526 -0.8083 0.23
H -4.5916 4.4129 0.7902 0.52
H -3.6038 4.2681 2.2436 0.25
H -4.7792 3.0148 1.8429 0.30
H -2.7612 4.5267 -0.9145 0.63
H -1.3466 3.4944 -0.6685 0.26
H -1.7485 4.7675 0.5022 0.26
H -3.4002 -0.3934 0.9829 0.33
H -4.6051 0.7379 1.6308 0.25
H -4.2942 -0.7850 2.4586 0.61
H -1.0864 -0.6978 2.3519 -0.13
H -2.3790 -1.3703 3.3497 0.69
H -1.2337 -0.2355 4.0529 0.15
H -3.9998 2.1495 3.6703 0.25
H -2.5587 1.7451 4.6038 0.30
H -3.8907 0.6030 4.5088 0.50
H -1.9362 3.7473 3.8755 0.28
H -1.4475 4.8439 2.5829 0.31
H -0.3419 4.4901 3.9046 0.50
H -0.4276 1.6500 4.2793 0.14
H 1.0864 2.4430 3.8708 0.74
H 0.5464 1.0584 2.9086 0.39
H 0.2523 4.2111 0.9149 0.32
H 0.8264 2.5354 0.8625 0.21
H 1.4627 3.6691 2.0694 0.52
F -2.2537 -2.8535 0.2261 -0.29
B -0.8952 -2.6610 0.3592 0.41
F -0.4476 -3.8086 0.9347 -0.21
```

As for the net charge: -2. The HOMO energy is -2.20 eV. For the lowest unoccupied orbital energy, the calculation gives 4.08 eV. As for the energy above the lowest of the compared OMol25 structures with the same formula, charge and spin: 31.8 kcal/mol.

[2]
C32H40Br2F3NO7S in the gas phase, computed with the ωB97M-V functional and the def2-TZVPD basis.

Geometry as XYZ:
```
86
Properties=species:S:1:pos:R:3:mulliken_charge:R:1
C -3.5315 1.1124 2.6281 -1.60
C -2.1036 0.5598 2.2650 0.16
C -1.9671 0.7262 0.7381 -1.46
C -0.5522 0.5773 0.0710 4.08
C 0.5056 0.4187 1.1835 -1.54
C 2.0003 0.3940 0.8767 0.87
C 2.6763 0.0878 -0.2873 -0.26
C 4.0586 0.0965 -0.3963 -1.44
C 4.8345 0.3868 0.6957 -0.68
C 4.1834 0.6594 1.8933 -0.88
C 2.8176 0.6806 1.9773 -0.87
C -0.5813 -0.8358 -0.6654 -0.02
C -0.9971 -2.0293 0.1972 0.48
C -0.4429 -3.3921 -0.2772 -0.51
O -0.9019 -4.4062 0.2207 -0.61
N 0.5990 -3.4543 -1.2797 0.55
C 1.8870 -3.8743 -0.6926 -0.88
C 0.1832 -4.4976 -2.2513 -1.11
C -1.3156 -0.7773 -2.0260 -0.55
O -1.3864 -1.9779 -2.7294 -0.53
S -0.1679 0.2450 -3.0569 1.28
O 0.8649 -0.6707 -3.4353 -0.74
O -0.7930 0.7861 -4.2253 -0.66
O 0.5444 1.2956 -2.0863 -0.42
C -0.2273 1.7406 -0.9310 0.83
C -1.5321 2.3857 -1.5526 -2.20
C -1.2623 3.3874 -2.6877 -0.83
C -2.5040 3.9133 -3.4256 0.03
F -2.5135 5.2829 -3.3300 -0.34
Br -4.2349 3.3387 -2.7220 -0.13
C -2.5299 3.6349 -4.9611 0.59
F -3.5269 4.4149 -5.4678 -0.26
F -2.8685 2.3885 -5.2599 -0.18
Br -0.9195 4.2369 -5.8647 -0.12
C 0.5277 2.9499 -0.3177 -1.74
C 1.7780 3.3341 -1.1574 0.25
C 2.3453 4.6927 -0.8226 -0.73
O 1.6030 4.3945 -2.0537 -0.49
O -2.0894 -0.7789 2.7221 -0.19
C -1.4855 -0.9853 3.9898 -0.75
C -0.4268 -2.0827 3.8342 0.75
C -0.8849 -3.3347 3.4490 -0.44
C 0.0441 -4.3319 3.2509 -0.42
C 1.3913 -4.0869 3.4393 -0.55
C 1.8207 -2.8423 3.8262 -0.57
C 0.9060 -1.8174 4.0297 -0.29
H -3.5606 2.2051 2.5806 0.34
H -3.7538 0.7429 3.6331 0.50
H -4.2370 0.6543 1.9262 0.34
H -1.4444 1.2360 2.8261 0.17
H -2.6886 0.0264 0.2946 0.28
H -2.4352 1.7052 0.5931 0.48
H 0.3223 -0.4104 1.8731 0.05
H 0.3912 1.3099 1.8195 1.19
H 2.1223 -0.1744 -1.1836 1.06
H 4.5116 -0.1250 -1.3586 0.48
H 5.9189 0.4079 0.6526 0.43
H 4.7594 0.8742 2.7915 0.43
H 2.3812 0.9040 2.9512 0.29
H 0.4566 -1.0474 -0.9553 -0.77
H -0.6801 -2.0161 1.2413 -1.30
H -2.0899 -2.1401 0.1804 0.43
H 2.4681 -4.3233 -1.5051 0.45
H 2.4398 -2.9758 -0.3925 0.03
H 1.7835 -4.6180 0.1099 0.35
H 0.6441 -4.3086 -3.2268 0.32
H 0.4488 -5.4968 -1.8819 0.38
H -0.8946 -4.4492 -2.4225 0.40
H -2.3284 -0.3581 -1.9630 0.23
H -2.1038 -2.5122 -2.3674 0.58
H -1.9212 3.0126 -0.7399 0.85
H -2.3173 1.6547 -1.7517 0.97
H -0.5158 3.0708 -3.4168 0.82
H -0.8362 4.2790 -2.2160 0.16
H 1.0029 2.8161 0.6570 0.67
H -0.0491 3.8766 -0.2727 0.79
H 2.4873 2.5477 -1.3954 0.51
H 3.3565 4.9254 -1.1326 0.34
H 1.7480 5.2940 -0.1444 0.26
H -0.9613 -0.1088 4.3981 0.34
H -2.2281 -1.2851 4.7429 0.44
H -1.9399 -3.5167 3.2679 0.31
H -0.3095 -5.3117 2.9405 0.31
H 2.1233 -4.8713 3.2667 0.44
H 2.8788 -2.6242 3.9497 0.38
H 1.2256 -0.8153 4.3053 0.36
```

The HOMO energy is -9.06 eV. Its SMILES is C[C@H](C[C@@]1(Cc2ccccc2)[C@@H](CC(=O)N(C)C)[C@H](O)S(=O)(=O)O[C@]1(CC[C@](F)(Br)C(F)(F)Br)C[C@@H]1CO1)OCc1ccccc1. For the lowest unoccupied orbital energy, the calculation gives 0.22 eV.

[3]
A molecular structure, C32H40F2IrN6O2PS2, computed with the ωB97M-V functional and the def2-TZVPD basis.

Geometry as XYZ:
```
86
Properties=species:S:1:pos:R:3:mulliken_charge:R:1
Ir -1.3980 -20.3819 4.2511 0.77
F -4.9441 -24.5069 3.5779 -0.36
C -3.8746 -23.8261 3.0953 0.24
C -3.3208 -22.8353 3.8975 -0.24
C -2.2568 -22.0838 3.3917 0.12
C -1.6525 -22.4357 2.1895 0.18
C -2.2459 -23.4357 1.4202 0.57
F -1.6905 -23.7915 0.2166 -0.38
C -3.3959 -24.0881 1.8142 -1.07
C -0.3434 -21.8193 1.8929 -0.20
C 0.4019 -22.0135 0.7371 -0.69
C 1.6679 -21.4420 0.6682 -0.87
C 2.0981 -20.6651 1.7400 -0.77
C 1.3156 -20.5009 2.8783 -0.04
N 0.0877 -21.0355 2.9227 0.06
H -3.7285 -22.6305 4.8854 0.50
H -3.9014 -24.8179 1.1883 0.44
H 0.0040 -22.6337 -0.0526 0.54
H 2.2997 -21.6245 -0.2184 0.28
H 3.0798 -20.1968 1.7500 0.40
H 1.7577 -20.0042 3.7274 0.50
S -3.4354 -19.8578 5.0940 -0.54
C -3.8316 -19.9563 6.8131 0.13
C -5.1398 -20.3087 7.1122 -0.57
C -5.6317 -20.2568 8.4104 -0.77
C -4.7931 -19.9660 9.4555 -0.27
C -3.4830 -19.6216 9.2026 -0.67
C -2.9761 -19.5624 7.8959 0.30
S -1.4212 -18.8820 7.6919 -0.43
H -5.7969 -20.5952 6.2852 0.32
H -6.6755 -20.4429 8.6239 0.31
H -5.1930 -19.9868 10.4683 0.31
H -2.8021 -19.3561 10.0073 0.32
O 0.1851 -20.6792 5.4832 -0.40
N -0.0842 -21.7844 6.1654 0.15
O -1.2122 -22.2147 5.9286 -0.39
N -0.9590 -18.6917 3.8480 0.42
P -1.4408 -17.2786 3.1420 -1.49
N -2.6235 -17.6375 2.0210 0.45
C -4.0379 -17.5513 2.4213 0.29
C -5.0183 -17.4040 1.2209 -0.90
C -4.5631 -18.0304 -0.0985 -0.65
C -3.5087 -19.1067 0.1397 -0.82
C -2.2819 -18.5207 0.8733 0.75
N -1.9455 -16.0937 4.2101 0.69
C -1.9458 -14.6726 3.7629 -0.48
C -3.1870 -13.8547 4.1691 -0.68
C -3.5748 -14.0527 5.6435 -0.80
C -3.5499 -15.5320 6.0681 -0.76
C -2.2986 -16.3405 5.6246 0.22
N -0.1422 -16.6638 2.1952 1.18
C 1.2322 -16.5780 2.7226 -0.99
C 2.3222 -16.9127 1.6420 -0.81
C 1.7060 -17.2903 0.2874 -0.12
C 0.5820 -16.3557 -0.1819 -1.21
C -0.3186 -15.8423 0.9871 -1.06
H -4.1384 -16.7225 3.1177 -0.21
H -4.3089 -18.4444 3.0328 0.05
H -5.2836 -16.3422 1.0516 0.23
H -5.9881 -17.8149 1.5736 0.44
H -4.1239 -17.2290 -0.7493 0.29
H -5.4425 -18.3942 -0.6630 0.36
H -3.1649 -19.5099 -0.8329 0.49
H -3.9362 -19.9704 0.6855 0.29
H -1.7047 -17.9099 0.1956 -0.21
H -1.6053 -19.3210 1.2255 -0.65
H -1.8415 -14.6741 2.6919 0.21
H -1.0050 -14.2221 4.1323 0.40
H -4.0489 -14.0970 3.5046 0.21
H -2.9659 -12.7944 3.9827 0.40
H -4.5647 -13.5920 5.8404 0.36
H -2.8959 -13.4906 6.3177 0.30
H -4.4613 -16.0315 5.6758 0.23
H -3.6123 -15.6015 7.1551 0.46
H -2.4541 -17.4056 5.7783 -0.72
H -1.4051 -16.0866 6.2395 0.45
H 1.2836 -17.2066 3.6149 0.46
H 1.3943 -15.5316 3.0494 0.35
H 2.9624 -17.7163 2.0029 0.29
H 2.9512 -16.0164 1.5534 0.39
H 1.3201 -18.3194 0.3717 -0.16
H 2.5186 -17.3581 -0.4634 0.49
H -0.0100 -16.8272 -0.9956 0.35
H 1.0273 -15.4609 -0.6558 0.42
H -1.3836 -15.8095 0.7524 0.47
H 0.0208 -14.8102 1.2474 0.53
```

As for the net charge: -2. The HOMO energy (spin up / spin down) is 0.93 / -0.35 eV. Its spin multiplicity is 5. For the lowest unoccupied orbital energy (spin up / spin down), the calculation gives 4.07 / 4.06 eV. As for the energy above the lowest of the compared OMol25 structures with the same formula, charge and spin: 23.8 kcal/mol.

[4]
A molecular structure, C32H40N3O4P2Sm, computed with the ωB97M-V functional and the def2-TZVPD basis.

Geometry as XYZ:
```
82
Properties=species:S:1:pos:R:3:mulliken_charge:R:1
C -0.4090 3.9233 -3.3647 -0.67
C -0.4257 2.5883 -3.0392 0.60
N 0.4260 2.1535 -2.1159 0.64
C 1.3015 2.9197 -1.4684 0.69
C 1.3664 4.2551 -1.7837 -0.63
C 0.5008 4.7769 -2.7438 -0.95
C -1.3384 1.5884 -3.7394 -1.02
P -1.7521 0.0612 -2.7540 1.20
Sm 0.4134 -0.0421 -1.6260 -0.71
P 2.5640 0.4841 -0.5825 0.95
C 2.1423 2.2924 -0.3549 -1.27
C 0.4726 -2.2384 -1.3459 1.68
C -0.5385 -2.7377 -0.6383 -0.32
C -0.5663 -4.1411 -0.4647 -0.99
C 0.4466 -4.9300 -1.0194 -0.70
C 1.4766 -4.3157 -1.7382 -0.80
C 1.4736 -2.9103 -1.9088 -0.80
O -0.2721 0.1746 -6.3690 -0.72
O 0.9218 -1.8536 -4.9917 -0.88
H -1.1081 4.2997 -4.1223 0.47
H 2.0906 4.8970 -1.2644 0.46
H 0.5337 5.8411 -3.0028 0.37
C -3.0646 0.4486 -1.6473 -1.41
C -2.2272 -1.2127 -3.8471 -1.14
H 3.0714 2.8508 -0.1987 0.66
H 1.5580 2.3290 0.5834 0.08
H -0.8477 1.1940 -4.6672 0.24
H -2.2822 2.0676 -4.0426 0.62
C 2.8496 -0.2048 1.0049 -0.74
C 4.0061 0.3724 -1.5762 -1.27
H -1.3373 -2.1552 -0.1686 0.21
H -1.3724 -4.6033 0.1094 0.44
H 0.4348 -6.0229 -0.8885 0.42
H 2.2779 -4.9167 -2.1752 0.43
H 2.2944 -2.4669 -2.4884 0.49
H 1.0682 -1.2503 -4.2079 -0.21
H 0.6505 -2.6911 -4.5955 0.27
H 0.0847 -0.6687 -5.9900 0.36
H 0.5225 0.6586 -6.6160 0.31
H 1.2809 -0.2776 -3.2238 0.32
H -3.9524 0.6702 -2.2422 0.62
H -3.2636 -0.4161 -0.9898 0.22
H -2.8152 1.3075 -0.9991 0.17
H -3.1027 -0.8740 -4.4080 0.43
H -1.4091 -1.4695 -4.5430 0.30
H -2.4727 -2.1072 -3.2611 0.34
H 4.8356 0.8218 -1.0270 0.42
H 4.2270 -0.6880 -1.7818 0.34
H 3.8677 0.8769 -2.5438 0.33
H 3.7257 0.2754 1.4385 0.51
H 1.9777 -0.0745 1.6686 0.00
H 3.0193 -1.2847 0.8997 0.34
O -1.1240 2.5841 0.2456 -0.53
C -0.9629 1.6279 0.9687 -1.37
N -1.1880 1.5811 2.3737 0.03
C -0.8259 0.3511 2.9352 3.90
C -0.4181 -0.4131 1.6580 -2.62
O 0.0566 -1.5835 1.6696 -0.64
N -0.4795 0.3476 0.5644 1.85
C 0.4545 0.4451 3.8013 -0.74
C 1.0382 -0.7133 4.3018 0.25
C 2.2077 -0.6619 5.0675 -0.98
C 2.7992 0.5648 5.3363 -0.39
C 2.2280 1.7231 4.8455 -0.98
C 1.0589 1.6676 4.0776 0.15
C -2.0351 -0.2944 3.6284 0.01
C -2.0214 -0.6036 4.9829 -0.10
C -3.1480 -1.1526 5.6058 -0.96
C -4.2988 -1.3799 4.8766 -0.42
C -4.3313 -1.0592 3.5216 -1.03
C -3.1961 -0.5141 2.9062 -0.16
H -1.5200 2.4163 2.8219 0.35
H 0.6015 -1.7070 4.1025 0.41
H 2.6560 -1.5882 5.4498 0.39
H 3.7186 0.6055 5.9331 0.40
H 2.7002 2.6973 5.0549 0.37
H 0.6475 2.6225 3.6992 0.29
H -1.1365 -0.4323 5.6226 0.35
H -3.1138 -1.3968 6.6773 0.39
H -5.1825 -1.8056 5.3630 0.36
H -5.2474 -1.2346 2.9428 0.41
H -3.2623 -0.2693 1.8287 0.35
```

The HOMO energy (spin up / spin down) is -4.21 / -7.30 eV. Its spin multiplicity is 6. For the lowest unoccupied orbital energy (spin up / spin down), the calculation gives 0.44 / -1.28 eV. As for the energy above the lowest of the compared OMol25 structures with the same formula, charge and spin: 186.2 kcal/mol.

[5]
C32H40N4O3 in the gas phase, computed with the ωB97M-V functional and the def2-TZVPD basis.

Geometry as XYZ:
```
79
Properties=species:S:1:pos:R:3:nbo_charge:R:1
C -5.1681 -1.8583 -1.4112 -0.42
N -3.8664 -1.7252 -0.8066 -0.62
C -2.8459 -2.5601 -1.0870 0.68
O -2.9304 -3.4952 -1.8542 -0.63
C -1.5608 -2.2030 -0.3310 -0.15
C -0.3824 -3.1039 -0.7347 -0.43
C 0.7894 -2.8196 0.1601 0.08
C 1.7584 -1.8929 -0.2028 -0.26
C 2.8023 -1.5915 0.6550 -0.23
C 2.8816 -2.2112 1.8903 -0.22
C 1.9206 -3.1353 2.2625 -0.21
C 0.8818 -3.4360 1.4015 -0.23
N -1.2408 -0.7979 -0.5239 -0.44
C -1.1905 -0.3159 -1.8904 -0.44
C -0.9511 -0.0602 0.5637 0.71
O -1.0414 -0.5099 1.6974 -0.67
C -0.5242 1.3938 0.3402 -0.13
C -1.4150 2.2950 1.2128 -0.42
C -2.8301 2.1200 0.7405 -0.03
C -3.2598 2.7757 -0.4311 -0.21
C -4.5183 2.5814 -0.9238 -0.20
C -5.4236 1.7160 -0.2742 0.01
C -6.7326 1.4962 -0.7503 -0.21
C -7.5834 0.6541 -0.0903 -0.21
C -7.1626 -0.0097 1.0732 -0.21
C -5.8993 0.1803 1.5588 -0.19
C -4.9986 1.0471 0.9037 -0.11
C -3.6910 1.2699 1.3845 -0.15
N 0.8928 1.5410 0.6238 -0.43
C 1.3361 1.3483 1.9861 -0.44
C 1.7383 1.6758 -0.4305 0.66
O 1.3374 1.6038 -1.5877 -0.66
C 3.1525 1.9571 -0.1165 -0.32
C 4.1052 1.7042 -1.0079 -0.08
C 5.5559 1.9567 -0.7897 -0.44
C 6.3260 0.6605 -0.4393 0.13
C 7.8115 1.0089 -0.2439 -0.62
C 6.1869 -0.3768 -1.5549 -0.62
N 5.7246 0.1050 0.7676 -0.85
H -5.9284 -2.0529 -0.6531 0.20
H -5.1217 -2.6967 -2.1042 0.24
H -5.4350 -0.9484 -1.9514 0.20
H -3.7346 -0.9782 -0.1409 0.41
H -1.7437 -2.3304 0.7441 0.26
H -0.7073 -4.1406 -0.6395 0.24
H -0.1250 -2.9246 -1.7793 0.22
H 1.6980 -1.4012 -1.1636 0.21
H 3.5561 -0.8714 0.3704 0.25
H 3.6937 -1.9704 2.5611 0.20
H 1.9787 -3.6205 3.2263 0.21
H 0.1306 -4.1560 1.6939 0.21
H -0.2342 0.1613 -2.1133 0.25
H -1.9993 0.3961 -2.0786 0.20
H -1.3237 -1.1619 -2.5603 0.22
H -0.6498 1.6879 -0.7020 0.26
H -1.3308 1.9959 2.2573 0.23
H -1.0931 3.3324 1.1046 0.22
H -2.5758 3.4430 -0.9358 0.22
H -4.8408 3.0917 -1.8203 0.21
H -7.0521 2.0107 -1.6455 0.21
H -8.5859 0.4932 -0.4585 0.22
H -7.8487 -0.6707 1.5824 0.22
H -5.5700 -0.3271 2.4544 0.22
H -3.3701 0.7505 2.2764 0.22
H 0.6191 0.7044 2.4937 0.25
H 1.4070 2.3012 2.5196 0.19
H 2.3003 0.8445 2.0030 0.22
H 3.3828 2.4100 0.8351 0.21
H 3.8196 1.2589 -1.9510 0.22
H 5.6857 2.6655 0.0316 0.20
H 5.9940 2.3855 -1.6924 0.22
H 8.2404 1.3971 -1.1642 0.21
H 7.9304 1.7607 0.5352 0.20
H 8.3711 0.1211 0.0471 0.21
H 6.8288 -1.2322 -1.3529 0.21
H 6.4730 0.0503 -2.5122 0.21
H 5.1613 -0.7284 -1.6131 0.22
H 5.8485 0.7384 1.5502 0.36
H 6.1659 -0.7766 1.0059 0.36
```

The HOMO energy is -8.45 eV. Its SMILES is CNC(=O)[C@@H](Cc1ccccc1)N(C)C(=O)[C@@H](Cc1ccc2ccccc2c1)N(C)C(=O)/C=C/CC(C)(C)N. For the lowest unoccupied orbital energy, the calculation gives 0.42 eV. As for the energy above the lowest of the compared OMol25 structures with the same formula, charge and spin: 0.0 kcal/mol.

What calculated total energy values result from the calculations? In sequence: -124814.36506 -208724.11271 -86097.71062 -82967.19645 -45938.47693 eV.
What molar mass values result from the calculations? In sequence: 924.6 799.5 866.0 743.0 528.7 g/mol.